1.
138
Properties=species:S:1:pos:R:3:forces:R:3:mulliken_spin:R:1 method="wB97M-V/def2-TZVPD" homo_lumo_gap_ev="6.135 / 6.379" homo_ha="-0.23342 / -0.27448" spin_multiplicity=2
Sn -0.434 0.865 -0.417 -0.112 -0.289 -0.149 0.172
Cl -3.456 -1.047 3.140 0.007 -0.030 -0.069 0.000
C -2.226 0.133 3.430 -0.086 -0.051 0.026 -0.001
C -1.994 0.545 4.752 0.058 0.066 0.054 0.001
C -1.054 1.491 5.035 -0.048 -0.063 0.002 -0.004
Cl -0.817 2.006 6.679 0.003 0.013 0.020 0.000
C -0.287 2.070 3.999 0.020 -0.019 0.018 0.009
C 0.672 3.087 4.172 0.004 0.006 0.007 -0.009
C 1.330 3.595 3.085 -0.087 0.028 -0.004 0.010
C 1.055 3.062 1.816 -0.079 0.090 0.009 0.026
N 0.184 2.104 1.630 -0.100 -0.022 0.050 0.071
C -0.515 1.618 2.683 -0.026 -0.002 -0.016 0.016
C -1.517 0.644 2.365 0.110 0.041 0.095 -0.012
O -1.716 0.286 1.127 -0.106 -0.059 -0.327 -0.054
H -2.581 0.107 5.546 -0.015 -0.010 0.021 0.000
H 0.867 3.464 5.166 0.017 0.002 0.021 0.000
H 2.059 4.384 3.188 0.031 0.025 0.002 0.000
H 1.578 3.425 0.939 0.012 0.007 -0.046 -0.037
C 4.849 -0.479 6.348 0.012 0.005 0.014 0.000
C 3.939 -0.720 5.177 -0.016 -0.009 -0.015 0.000
C 3.023 -1.762 5.173 0.006 0.031 -0.036 -0.001
C 2.185 -1.997 4.091 -0.009 -0.020 0.046 0.000
C 1.196 -3.128 4.201 -0.032 -0.033 -0.017 0.000
C 2.273 -1.186 2.943 -0.038 0.040 -0.074 -0.003
As 0.841 -1.579 1.629 -0.145 -0.132 0.056 0.013
N 1.011 -0.646 0.025 0.051 0.377 0.092 0.021
C 2.083 -0.787 -0.862 0.028 -0.096 -0.014 -0.004
C 3.288 -1.380 -0.488 0.089 0.085 0.119 -0.002
C 4.332 -1.531 -1.384 0.044 0.033 -0.006 -0.002
C 4.218 -1.086 -2.692 -0.020 0.033 -0.031 0.003
C 3.028 -0.485 -3.082 0.081 -0.148 -0.021 -0.001
C 1.987 -0.342 -2.187 -0.200 -0.134 -0.074 0.034
C 1.223 -3.395 0.919 -0.053 0.060 0.009 -0.007
C 2.421 -4.117 0.856 -0.033 -0.095 0.089 0.005
C 3.720 -3.739 1.523 0.044 -0.043 0.081 0.001
C 2.445 -5.342 0.186 -0.020 0.003 -0.011 0.000
C 1.321 -5.897 -0.393 0.023 -0.001 0.085 0.001
C 1.384 -7.190 -1.154 -0.007 -0.014 0.026 0.000
C 0.123 -5.206 -0.260 -0.011 -0.019 0.076 -0.003
C 0.055 -3.978 0.379 0.048 -0.049 0.067 0.006
C -1.298 -3.318 0.467 -0.126 0.015 0.227 -0.017
C 3.148 -0.095 2.962 0.037 0.024 0.023 0.002
C 3.262 0.906 1.846 0.050 -0.086 -0.153 -0.013
C 3.969 0.109 4.069 -0.008 0.006 -0.005 0.000
H 4.685 -1.216 7.132 -0.002 -0.012 0.021 0.000
H 4.685 0.511 6.776 -0.004 0.018 0.008 0.000
H 5.896 -0.535 6.047 0.018 -0.001 0.001 0.000
H 2.946 -2.405 6.041 -0.001 -0.030 0.038 0.000
H 1.202 -3.536 5.210 -0.007 -0.014 0.016 0.000
H 1.420 -3.939 3.506 0.007 -0.009 -0.013 0.000
H 0.179 -2.790 3.980 0.002 -0.010 0.003 0.000
H 3.413 -1.713 0.531 -0.001 0.158 -0.143 0.001
H 5.249 -1.999 -1.047 0.037 -0.013 -0.003 0.000
H 5.031 -1.210 -3.393 0.034 -0.007 -0.032 0.000
H 2.892 -0.152 -4.103 0.003 0.017 -0.053 0.000
H 1.064 0.093 -2.542 -0.082 -0.008 -0.045 0.007
H 3.683 -2.799 2.062 0.010 -0.070 0.039 0.000
H 4.524 -3.687 0.786 0.003 -0.016 0.008 0.000
H 3.990 -4.517 2.242 0.008 0.007 0.011 0.000
H 3.388 -5.876 0.132 0.038 -0.032 -0.004 0.000
H 2.273 -7.762 -0.892 0.017 -0.008 -0.008 0.000
H 1.412 -7.001 -2.229 0.003 -0.012 -0.043 0.000
H 0.507 -7.807 -0.955 -0.019 -0.018 -0.002 0.000
H -0.784 -5.631 -0.673 -0.032 -0.011 -0.033 0.000
H -2.057 -3.962 0.023 -0.006 0.011 -0.020 0.001
H -1.337 -2.355 -0.049 -0.059 0.006 0.136 0.019
H -1.580 -3.117 1.501 -0.038 -0.009 -0.006 0.001
H 2.387 0.888 1.199 0.137 -0.031 0.046 0.028
H 4.135 0.709 1.222 0.041 -0.042 -0.006 0.000
H 3.371 1.909 2.263 0.051 -0.046 -0.035 0.000
H 4.646 0.956 4.059 0.029 0.033 -0.007 0.000
C -6.049 -2.181 -0.722 -0.047 -0.029 0.023 0.022
C -5.098 -3.045 -1.244 0.024 0.000 -0.001 -0.012
C -3.931 -2.541 -1.800 -0.011 0.002 -0.070 0.023
C -3.702 -1.167 -1.851 0.098 0.035 0.103 0.102
C -4.667 -0.312 -1.320 0.014 0.016 -0.016 0.019
C -5.833 -0.812 -0.762 -0.005 0.017 0.010 -0.020
Ge -2.011 -0.476 -2.538 0.024 0.068 0.086 0.139
C -2.321 0.945 -3.851 0.022 -0.047 0.040 0.070
C -1.222 1.622 -4.381 0.007 -0.013 0.049 0.035
C -1.390 2.652 -5.293 0.029 0.021 -0.023 -0.005
C -2.665 3.026 -5.691 -0.008 0.040 -0.037 0.009
C -3.767 2.358 -5.181 -0.015 0.004 0.020 -0.005
C -3.594 1.326 -4.268 -0.051 -0.089 -0.003 0.013
C -0.993 -1.902 -3.408 0.045 0.104 0.073 0.147
C -0.932 -1.985 -4.798 0.003 0.033 -0.032 0.006
C -0.174 -2.974 -5.411 -0.037 -0.018 -0.008 -0.003
C 0.531 -3.889 -4.641 0.005 0.003 -0.071 0.010
C 0.475 -3.818 -3.258 0.085 0.013 -0.020 -0.013
C -0.278 -2.827 -2.650 0.013 0.107 0.075 -0.021
H -6.956 -2.575 -0.282 -0.004 0.000 -0.003 0.002
H -5.265 -4.113 -1.217 0.001 -0.047 0.004 0.001
H -3.192 -3.223 -2.205 0.010 -0.017 -0.009 0.006
H -4.513 0.760 -1.342 0.026 0.041 -0.003 -0.007
H -6.572 -0.133 -0.356 -0.026 0.024 0.015 0.000
H -0.218 1.347 -4.075 0.049 -0.001 0.030 -0.009
H -0.525 3.160 -5.701 0.040 0.025 -0.001 0.000
H -2.799 3.830 -6.403 0.000 0.007 -0.009 0.001
H -4.764 2.637 -5.496 -0.046 0.010 -0.010 0.000
H -4.466 0.807 -3.887 -0.020 -0.011 0.027 0.001
H -1.475 -1.274 -5.411 0.000 0.020 -0.004 0.007
H -0.137 -3.031 -6.490 0.014 0.006 -0.045 0.000
H 1.132 -4.649 -5.122 0.016 -0.037 -0.025 0.000
H 1.036 -4.512 -2.646 0.001 0.022 -0.026 -0.001
H -0.284 -2.762 -1.570 0.091 0.041 -0.316 -0.012
C 2.734 3.237 -4.020 -0.016 0.026 0.041 0.017
P 1.894 2.951 -2.408 -0.013 0.096 0.017 0.130
C 3.385 2.621 -1.384 0.026 0.041 -0.079 -0.007
C 1.538 4.703 -1.964 0.054 -0.030 -0.009 -0.002
H 3.565 3.938 -3.918 0.015 0.013 -0.017 0.002
H 2.020 3.638 -4.740 -0.020 0.006 -0.035 -0.002
H 3.115 2.292 -4.407 0.015 -0.020 -0.006 -0.001
H 4.031 3.499 -1.315 0.022 0.006 -0.016 0.000
H 3.941 1.799 -1.841 -0.006 0.005 0.030 -0.001
H 3.111 2.294 -0.384 -0.037 0.009 0.100 0.004
H 2.448 5.305 -1.919 0.005 0.031 -0.002 0.000
H 1.012 4.756 -1.011 0.008 -0.017 0.037 0.004
H 0.874 5.124 -2.720 -0.038 0.013 -0.018 0.000
C -2.191 5.959 -0.206 -0.058 -0.056 -0.010 0.011
P -1.995 4.125 -0.242 0.089 0.136 -0.068 0.079
C -3.125 3.736 -1.628 -0.058 -0.010 0.061 -0.029
C -2.993 3.666 1.218 0.092 0.000 -0.016 -0.001
C -2.639 4.196 2.460 0.019 -0.004 -0.004 0.001
C -3.311 3.823 3.611 -0.001 -0.003 -0.002 0.000
C -4.344 2.897 3.542 -0.013 -0.010 0.027 0.000
C -4.690 2.348 2.319 -0.005 -0.010 0.030 -0.002
C -4.019 2.729 1.166 -0.018 -0.038 -0.035 0.000
H -3.238 6.248 -0.112 -0.009 0.024 -0.008 0.000
H -1.785 6.369 -1.132 0.017 0.003 -0.011 -0.001
H -1.628 6.387 0.622 0.018 0.011 0.039 0.000
H -4.149 4.058 -1.430 0.005 0.007 -0.035 0.000
H -3.112 2.667 -1.839 -0.027 -0.022 0.003 0.016
H -2.755 4.236 -2.524 0.022 -0.013 -0.024 -0.001
H -1.817 4.899 2.533 0.034 0.040 -0.001 -0.001
H -3.022 4.243 4.565 0.015 0.017 0.051 0.000
H -4.863 2.594 4.441 -0.008 -0.007 0.025 0.000
H -5.473 1.604 2.259 -0.041 -0.037 0.004 0.000
H -4.291 2.268 0.227 -0.021 0.024 -0.035 -0.004



2.
168
Properties=species:S:1:pos:R:3:forces:R:3:mulliken_spin:R:1 method="wB97M-V/def2-TZVPD" homo_lumo_gap_ev="3.489 / 1.780" homo_ha="-0.39154 / -0.39154" spin_multiplicity=2 total_charge=+1
Cl -0.355 -8.200 -2.263 -0.082 0.193 0.129 0.000
C 1.210 -7.394 -2.488 0.190 0.706 -0.229 -0.001
C 1.331 -6.023 -1.805 -0.430 0.109 -0.629 -0.001
Cl 1.403 -6.215 -0.081 0.279 0.026 0.955 0.001
H 1.330 -7.271 -3.564 0.090 -0.043 -0.039 -0.001
H 1.972 -8.079 -2.116 -0.002 0.196 -0.020 0.000
H 0.518 -5.317 -1.974 -0.600 -0.546 -0.306 0.000
H 2.172 -5.420 -2.148 0.600 -0.637 0.106 -0.001
C 1.264 -6.449 3.209 0.259 -0.171 -1.567 0.000
O 1.204 -6.376 4.583 0.101 0.776 0.581 0.000
C 2.090 -5.344 5.020 -0.135 -0.046 1.839 0.000
C 3.528 -5.749 5.202 0.846 -1.807 -0.684 0.000
O 3.596 -6.985 5.961 -3.046 2.105 -1.296 0.000
C 4.825 -7.411 6.290 1.498 -0.981 0.348 0.000
H 2.240 -6.837 2.917 0.061 -0.262 -0.416 0.000
H 1.139 -5.493 2.701 0.185 0.660 0.229 0.000
H 0.471 -7.020 2.725 -0.038 -0.639 0.693 0.000
H 1.795 -5.111 6.043 -0.654 0.318 -0.065 0.000
H 2.027 -4.472 4.369 0.000 0.117 0.144 0.000
H 4.227 -5.030 5.630 -0.588 0.544 0.407 0.000
H 3.925 -5.860 4.193 0.483 -0.708 -0.252 0.000
H 5.280 -6.823 7.087 0.305 0.263 0.087 0.000
H 5.465 -7.439 5.409 0.488 -0.076 -0.028 0.000
H 4.680 -8.424 6.666 0.351 -0.103 0.031 0.000
C 3.826 -2.153 6.537 0.063 -0.474 -0.552 0.000
O 2.883 -2.032 5.479 -1.776 0.774 0.177 0.000
C 1.613 -1.435 5.848 0.123 1.794 -0.403 0.000
C 0.668 -1.203 4.660 1.256 -2.327 0.446 0.000
O 0.540 -2.549 4.084 -1.602 0.885 0.278 0.000
C -0.499 -3.361 4.708 0.167 -0.406 -1.079 0.000
H 4.597 -2.793 6.109 0.075 -0.016 0.214 0.000
H 3.372 -2.655 7.391 0.020 0.077 0.137 0.000
H 4.303 -1.216 6.826 -0.303 0.239 0.039 0.000
H 1.729 -0.389 6.133 0.726 0.186 0.811 0.000
H 1.089 -1.936 6.662 0.268 -0.490 -0.030 0.000
H 1.079 -0.491 3.944 0.226 -0.489 -0.252 0.000
H -0.249 -0.724 5.004 -0.361 -0.515 0.086 0.000
H -0.817 -4.034 3.911 -0.229 -0.058 -0.088 0.000
H -1.388 -2.816 5.022 0.281 0.369 0.051 0.000
H -0.168 -4.066 5.471 0.447 0.570 0.335 0.000
C -3.006 3.965 -2.480 -0.416 -0.374 -1.038 0.000
O -3.371 5.065 -1.666 0.097 0.253 -0.191 0.000
C -4.265 5.998 -2.338 1.051 -0.926 0.200 0.000
C -5.681 5.568 -2.160 -0.853 0.572 -0.692 0.000
O -6.048 4.371 -2.868 -1.430 1.249 1.165 0.000
C -7.506 4.306 -2.888 0.642 -1.409 -0.897 0.000
H -2.489 4.239 -3.399 0.570 0.689 0.023 0.000
H -3.846 3.421 -2.913 -0.626 0.031 0.474 0.000
H -2.403 3.194 -2.001 0.066 0.517 0.690 0.000
H -3.897 6.141 -3.354 -0.426 -0.414 -0.419 0.000
H -4.171 7.003 -1.927 0.211 -0.190 0.662 0.000
H -6.329 6.387 -2.473 -0.046 0.307 -0.796 0.000
H -5.942 5.604 -1.102 0.306 -1.065 0.431 0.000
H -7.973 4.978 -3.607 0.363 0.547 0.092 0.000
H -8.031 4.365 -1.935 0.546 0.311 0.340 0.000
H -7.727 3.314 -3.281 0.034 -0.111 0.068 0.000
C -3.619 1.589 4.044 0.691 1.210 0.809 0.000
C -2.936 2.027 5.151 -1.404 -0.391 -0.714 0.000
C -3.603 2.701 6.317 -0.164 0.456 0.221 0.000
O -2.991 3.183 7.248 1.211 -0.464 -0.034 0.000
C -4.994 2.857 6.228 -2.960 -0.482 -1.781 0.000
C -5.675 2.485 5.103 -0.928 1.207 -0.348 0.000
C -5.071 1.867 3.863 1.480 -1.960 -0.788 0.000
O -5.704 1.510 2.856 0.617 1.244 2.352 0.000
O -6.967 2.833 4.940 0.596 -0.075 0.919 0.000
O -1.637 1.899 5.280 0.862 -0.651 -0.694 0.000
H -2.971 1.191 3.277 -0.436 -0.327 -0.386 0.000
H -5.599 3.379 6.954 0.387 0.027 0.364 0.000
H -7.259 2.581 4.060 -0.030 -0.343 -0.556 0.000
H -1.397 2.037 6.200 0.142 0.503 0.559 0.000
C 3.105 3.864 1.392 0.734 0.506 -0.995 0.000
C 2.996 3.506 2.664 -0.390 -1.298 2.151 0.000
C 1.947 2.467 3.074 -0.047 0.060 0.920 0.000
O 1.863 2.015 4.226 0.392 1.006 -1.889 0.000
C 1.013 2.098 2.015 0.010 0.872 -2.033 0.000
C 1.064 2.641 0.727 -1.300 -1.503 0.249 0.000
C 2.199 3.488 0.266 1.882 2.582 -0.496 0.000
O 2.394 4.006 -0.869 -1.424 -2.230 2.957 0.000
O 0.120 2.335 -0.198 0.502 -0.258 1.632 0.000
O 3.842 3.909 3.653 -0.108 0.324 -1.579 0.000
H 3.931 4.519 1.156 -0.032 0.180 -0.296 0.000
H 0.221 1.438 2.337 -0.260 -0.002 -0.273 0.000
H 0.121 2.925 -0.956 0.543 0.222 -0.312 0.000
H 3.495 3.759 4.535 -0.453 -0.510 0.101 0.000
C -2.170 2.715 -5.918 0.442 -2.136 -0.429 0.000
C -1.442 1.561 -6.022 -0.250 1.626 -0.275 0.000
C -0.403 1.331 -7.079 0.785 0.801 -1.424 0.000
O 0.337 0.337 -7.113 -1.527 1.181 0.584 0.000
C -0.316 2.459 -8.048 0.334 -1.195 -0.450 0.000
C -1.119 3.513 -8.032 -1.692 2.232 0.427 0.000
C -2.197 3.735 -6.977 0.163 -0.804 2.228 0.000
O -2.979 4.659 -6.848 1.011 -0.068 -1.453 0.000
O -1.052 4.502 -8.935 0.868 -0.762 -0.446 0.000
O -1.542 0.590 -5.139 -0.403 -0.548 1.078 -0.001
H -2.898 2.752 -5.121 -0.066 0.312 0.036 0.000
H 0.332 2.445 -8.912 0.514 -0.439 0.199 0.000
H -1.378 5.335 -8.585 -0.574 0.119 0.268 0.000
H -0.899 -0.082 -5.376 0.425 -0.400 -0.182 -0.001
C 0.136 -2.193 -0.607 0.760 -1.122 0.593 0.000
C -0.270 -2.231 0.663 0.890 -3.304 1.850 -0.001
C -1.201 -1.298 1.286 -2.713 3.671 1.589 0.001
O -1.596 -1.326 2.479 1.472 -0.515 -3.320 0.000
C -1.674 -0.190 0.333 1.001 -1.207 -0.330 0.000
C -1.207 -0.178 -0.936 0.065 2.173 -1.216 0.001
C -0.169 -1.130 -1.486 -1.276 -0.488 0.940 -0.004
O 0.274 -1.077 -2.613 -0.443 0.287 -1.266 0.002
O -1.525 0.822 -1.853 -0.149 -1.606 1.952 0.000
O 0.088 -3.301 1.471 -0.335 1.742 -2.343 0.000
H 0.719 -3.036 -0.947 0.301 0.060 -0.141 0.000
H -2.299 0.640 0.627 -0.133 -0.283 0.445 0.000
H -1.017 0.587 -2.633 0.309 0.159 -0.702 0.000
H -0.082 -2.982 2.360 0.057 0.109 1.370 0.000
C -4.694 5.420 2.943 1.451 0.544 0.056 0.000
C -3.778 6.150 3.678 -1.526 -2.536 -1.133 0.000
C -2.266 5.979 3.521 1.753 1.338 -0.622 0.000
O -1.410 6.734 4.050 -2.939 -2.116 -0.850 0.000
C -1.902 4.892 2.570 -0.223 0.369 0.594 0.000
C -2.796 4.251 1.794 0.572 -0.548 -0.157 0.000
C -4.299 4.512 1.869 -0.039 -0.629 0.210 0.000
O -5.068 3.842 1.188 0.905 0.710 0.418 0.000
O -2.352 3.244 0.989 -0.366 1.027 0.849 0.000
O -4.300 6.785 4.701 0.694 0.983 0.605 0.000
H -5.729 5.437 3.253 -0.118 0.196 -0.202 0.000
H -0.868 4.582 2.544 0.143 0.180 -0.079 0.000
H -3.118 2.855 0.560 -0.664 0.004 -0.372 0.000
H -3.557 7.202 5.143 0.239 0.545 0.657 0.000
C 3.102 1.754 -5.985 -1.001 -0.513 2.086 0.001
C 2.674 1.252 -4.794 1.171 -1.588 0.549 -0.002
C 1.660 1.837 -3.846 0.729 0.461 0.936 0.000
O 1.319 1.378 -2.723 1.021 1.293 -3.756 0.000
C 1.337 3.154 -4.383 -1.954 1.211 1.320 0.000
C 1.723 3.742 -5.521 -0.682 1.411 -1.388 0.000
C 2.587 3.038 -6.510 0.435 -4.202 4.204 0.000
O 2.881 3.354 -7.587 0.419 2.851 -4.190 0.000
O 1.289 4.967 -5.995 0.128 -1.598 1.647 0.000
O 3.289 0.136 -4.337 0.075 -0.172 -0.929 -0.001
H 3.876 1.146 -6.431 0.047 0.420 -0.558 0.000
H 0.658 3.697 -3.742 -0.156 0.387 0.010 0.000
H 1.793 5.109 -6.799 0.209 0.198 -0.615 0.000
H 3.116 -0.042 -3.409 -0.414 0.009 0.737 0.000
C 3.989 -3.405 1.003 -0.443 -1.405 -0.112 0.000
C 3.717 -2.876 -0.175 0.162 -1.356 -3.188 0.000
C 3.422 -1.448 -0.409 -0.939 3.604 -1.000 0.000
O 3.273 -0.857 -1.537 0.626 -2.807 3.162 0.000
C 3.274 -0.676 0.852 0.020 -1.174 1.135 0.000
C 3.450 -1.261 2.092 -0.185 1.862 -0.321 0.000
C 3.832 -2.704 2.240 0.972 0.672 0.461 0.000
O 4.128 -3.170 3.321 -0.339 0.074 -0.372 0.000
O 3.398 -0.549 3.252 -0.165 -0.339 -2.748 0.000
O 3.761 -3.712 -1.302 0.158 0.645 1.742 -0.002
H 4.179 -4.467 1.064 0.142 -0.093 -0.021 0.000
H 2.938 0.351 0.841 0.216 0.124 -0.345 0.000
H 3.245 -1.215 3.926 0.238 -0.659 1.599 0.000
H 3.417 -3.266 -2.080 -0.018 0.670 -0.133 0.000
C 0.736 -4.299 -6.594 -2.261 -0.044 -1.772 0.249
C 0.952 -3.535 -5.460 -2.269 1.139 0.616 0.202
C 2.177 -3.641 -4.701 1.607 0.953 3.348 -0.030
O 2.304 -3.075 -3.573 -0.620 -1.868 -4.003 -0.055
C 3.170 -4.474 -5.367 0.104 1.010 1.022 0.194
C 2.944 -5.084 -6.561 2.989 -2.899 -2.636 0.107
C 1.678 -5.114 -7.340 0.391 0.331 -0.375 0.073
O 1.560 -5.656 -8.440 0.095 1.137 2.542 0.064
O 3.928 -5.806 -7.174 -0.905 1.843 2.384 0.074
O -0.020 -2.775 -5.009 1.067 -1.673 -1.857 0.141
H -0.241 -4.227 -7.048 -0.356 0.116 0.078 -0.003
H 4.121 -4.436 -4.856 0.375 -0.510 -0.292 0.000
H 3.650 -6.063 -8.057 -0.496 -0.303 -0.657 -0.003
H 0.281 -2.357 -4.199 0.346 1.115 1.771 -0.006